1.
Here is an isolated ion of composition C7H16N4OS and charge +2 at a distorted geometry from OMol25. Energies are from wB97M-V/def2-TZVPD.

XYZ file:
```
29
Properties=species:S:1:pos:R:3:mulliken_charge:R:1
C -0.175 -1.308 0.198 -0.1519
C -0.082 1.236 -0.106 1.2139
C -0.189 0.110 0.910 -0.3880
C 1.575 -0.290 -1.102 0.6448
C 0.811 0.191 2.043 -1.3840
C 2.787 -0.537 -1.904 -1.7336
C -3.692 0.067 -0.261 -0.8137
N 0.790 -1.366 -0.774 0.0577
N 1.158 0.939 -0.861 -0.0803
N -0.585 -2.317 0.913 -0.2513
N -0.026 2.541 0.434 -0.6087
O -1.279 1.196 -0.917 -0.3811
S -2.065 -0.263 -1.132 0.4482
H -1.051 0.364 1.475 0.2557
H 1.301 1.253 2.175 0.3446
H 1.792 -0.358 1.810 0.2844
H 0.484 -0.104 3.102 0.4106
H 2.602 -0.793 -3.033 0.3567
H 3.459 -1.304 -1.731 0.4762
H 3.387 0.292 -1.836 0.4757
H -3.474 0.319 0.862 0.2913
H -4.113 -0.897 -0.195 0.4406
H -4.029 0.979 -0.759 0.4058
H 0.995 -2.174 -1.353 0.3153
H 1.710 1.588 -1.394 0.2920
H -0.648 -2.163 1.902 0.2632
H -0.663 -3.169 0.385 0.2845
H -0.340 3.269 -0.193 0.2921
H -0.441 2.699 1.341 0.2390
```

Properties
Total charge: +2
Maximum force in eV/Å: 5.1
Kohn-Sham gap (alpha / beta) in Eh: 0.2403 / 0.2325
Calculated total energy in hartree: -968.0003
Multiplicity: 3

---

2.
Here is a 2-piece molecular cluster, C4H9NO overall at a distorted geometry from OMol25. Energies are from wB97M-V/def2-TZVPD.

XYZ file:
```
15
Properties=species:S:1:pos:R:3:mulliken_charge:R:1
C 1.066 -1.708 -1.211 -0.7097
C -0.232 -2.044 -1.249 0.1546
N -1.322 -1.182 -0.821 -0.5156
H 1.496 -0.753 -0.843 0.1557
H 1.718 -2.427 -1.707 0.2357
H -0.523 -3.098 -1.535 0.2232
H -1.109 -0.500 -0.075 0.1811
H -2.137 -1.773 -0.612 0.2542
O -0.837 0.557 2.027 -0.4821
C -0.635 1.655 1.531 0.1893
C 0.712 2.173 0.881 -0.8234
H -1.496 2.344 1.308 0.3089
H 0.667 2.570 -0.177 0.2756
H 1.215 2.925 1.516 0.3384
H 1.416 1.261 0.967 0.2139
```

Properties
SMILES: C=CN.CC=O
Maximum force in eV/Å: 2.5
Kohn-Sham gap in Eh: 0.3346
Calculated total energy in hartree: -287.7405

---

3.
Here is C4H3ClOS2 as an isolated structure at a distorted geometry from OMol25. Energies are from wB97M-V/def2-TZVPD.

XYZ file:
```
11
Properties=species:S:1:pos:R:3:mulliken_charge:R:1
C 0.639 -0.587 0.062 0.3743
C -0.016 -1.741 0.027 -0.5766
C -1.530 -0.173 0.012 0.1817
C -0.308 0.576 0.198 0.1160
H 2.009 1.227 -0.906 0.1477
H 0.384 -2.695 -0.025 0.5175
H 1.042 2.628 0.873 0.2060
O -1.363 -1.485 0.082 -0.2866
S 2.459 -0.267 -0.142 -0.2470
S -0.026 2.292 -0.026 -0.2696
Cl -3.290 0.225 -0.156 -0.1634
```

Properties
Maximum force in eV/Å: 4.4
Kohn-Sham gap in Eh: 0.3275
Calculated total energy in hartree: -1485.9195

---

4.
Here is a 2-piece molecular cluster, C4H9N2O overall at a distorted geometry from OMol25. Energies are from wB97M-V/def2-TZVPD.

XYZ file:
```
16
Properties=species:S:1:pos:R:3:mulliken_charge:R:1
C 0.449 0.720 2.548 0.6415
C 0.143 1.116 1.231 -1.1584
C 0.515 -0.535 -0.267 0.1250
C 0.191 0.737 -2.175 -0.7496
N 0.372 -0.065 3.490 -0.3987
N 0.463 -1.457 0.650 -0.3784
O -0.414 -0.101 -1.169 -0.2983
H -0.883 0.927 1.046 0.4348
H 0.584 1.991 0.869 0.4110
H 1.478 -0.374 -0.702 0.3957
H 0.234 1.807 -1.993 0.3142
H -0.152 0.564 -3.151 0.3440
H 1.229 0.505 -2.281 0.3365
H 0.761 0.105 4.341 0.2864
H -0.336 -1.591 1.320 0.3664
H 1.300 -1.446 1.275 0.3280
```

Properties
Total charge: +1
Maximum force in eV/Å: 5.8
Kohn-Sham gap in Eh: 0.3115
Calculated total energy in hartree: -342.1655

---

5.
Here is a 2-piece molecular cluster, C40H41F6N9O4 overall at a distorted geometry from OMol25. Energies are from wB97M-V/def2-TZVPD.

XYZ file:
```
100
Properties=species:S:1:pos:R:3:mulliken_charge:R:1
C -2.548 -1.833 3.227 -0.9522
C -2.662 -0.309 3.165 1.7845
C -3.133 0.263 4.508 -2.0179
C -3.530 0.095 1.971 0.2375
C -4.868 0.442 2.142 -0.5495
C -5.698 0.611 1.036 -1.2751
C -5.209 0.385 -0.251 -0.4521
C -3.877 0.026 -0.454 0.2736
C -3.373 -0.268 -1.878 2.1757
C -3.043 1.013 -2.644 -1.3782
C -4.295 -1.213 -2.655 -1.6273
C -3.020 -0.013 0.659 -0.8429
N -1.636 -0.354 0.449 2.1197
N -1.352 -1.591 -0.031 -1.5952
N 0.000 -1.663 -0.039 1.9032
C 0.650 -2.710 -0.764 -0.2747
C 1.488 -2.396 -1.858 -0.0538
C 1.480 -1.017 -2.563 1.6098
C 0.483 -0.982 -3.727 -1.4648
C 2.883 -0.612 -3.022 -1.8957
C 2.281 -3.423 -2.373 -0.6312
C 2.198 -4.714 -1.853 -1.5324
C 1.230 -5.035 -0.906 -0.4959
C 0.424 -4.036 -0.361 0.7041
C -0.655 -4.458 0.653 2.0918
C -0.030 -4.963 1.955 -1.4316
C -1.654 -5.476 0.083 -1.6007
C 0.565 -0.521 0.495 -0.8935
C 1.989 -0.414 0.681 1.2535
C 2.742 -1.545 1.097 -0.9116
C 4.124 -1.523 1.054 0.4172
C 4.911 -2.758 1.417 0.6461
F 5.926 -2.966 0.521 -0.2794
F 5.480 -2.668 2.661 -0.2740
F 4.135 -3.887 1.415 -0.2160
C 4.811 -0.369 0.688 -1.1326
C 4.082 0.779 0.391 0.0581
C 4.834 2.006 -0.071 0.5417
F 3.995 3.053 -0.354 -0.1994
F 5.729 2.450 0.866 -0.2768
F 5.542 1.758 -1.221 -0.2626
C 2.697 0.793 0.480 -0.7957
C -0.462 0.383 0.715 0.7976
C -0.371 1.732 1.049 -2.0419
H -2.223 -2.256 2.266 -0.0307
H -1.817 -2.123 3.990 0.3758
H -3.513 -2.294 3.487 0.3176
H -1.663 0.106 2.968 -0.1807
H -3.257 1.352 4.453 0.4021
H -4.082 -0.194 4.819 0.3881
H -2.385 0.047 5.282 0.4619
H -5.274 0.546 3.150 0.3111
H -6.742 0.884 1.180 0.3660
H -5.868 0.463 -1.119 0.3201
H -2.439 -0.825 -1.751 -0.9551
H -2.318 1.623 -2.085 0.3237
H -2.593 0.763 -3.615 0.3865
H -3.942 1.625 -2.814 0.3195
H -4.450 -2.142 -2.090 0.4047
H -5.277 -0.771 -2.869 0.3353
H -3.819 -1.484 -3.606 0.4171
H 1.152 -0.271 -1.827 -0.2253
H -0.538 -1.171 -3.368 0.1836
H 0.492 -0.008 -4.237 0.4562
H 0.739 -1.764 -4.460 0.3291
H 3.631 -0.852 -2.259 0.3561
H 3.146 -1.126 -3.957 0.4232
H 2.953 0.467 -3.213 0.3953
H 2.957 -3.208 -3.205 0.3394
H 2.865 -5.494 -2.218 0.4164
H 1.079 -6.062 -0.557 0.3687
H -1.229 -3.552 0.860 -1.1199
H 0.664 -4.225 2.377 0.3344
H -0.797 -5.164 2.713 0.4182
H 0.531 -5.893 1.788 0.3405
H -2.110 -5.105 -0.842 0.3707
H -1.181 -6.442 -0.135 0.3270
H -2.466 -5.656 0.801 0.4322
H 2.226 -2.443 1.427 0.7464
H 5.894 -0.377 0.655 0.5320
H 2.154 1.721 0.343 0.2292
H 0.469 1.980 1.695 1.1316
H -1.228 2.372 0.851 0.1964
O 0.836 8.854 -2.297 -0.5199
N 1.050 8.649 -1.091 0.9206
O 1.300 9.563 -0.273 -0.5870
C 1.017 7.287 -0.576 -0.4042
C 1.162 6.990 0.776 -0.3997
C 1.095 5.657 1.229 -0.2123
N 1.152 5.391 2.650 0.9618
O 1.143 6.350 3.450 -0.5919
O 1.195 4.191 3.006 -0.5419
C 0.912 4.595 0.346 0.0794
N 0.782 4.911 -0.993 0.6586
N 0.681 4.046 -2.054 -0.3312
N 0.713 4.780 -3.143 -0.6983
N 0.847 6.098 -2.865 -0.2949
C 0.879 6.204 -1.520 0.7623
H 1.302 7.771 1.515 0.6106
H 0.927 3.547 0.608 0.3838
```

Properties
Maximum force in eV/Å: 3.1
Kohn-Sham gap in Eh: 0.1786
Calculated total energy in hartree: -2941.5247